*i*
A single C4H11NS molecule. Source: the Open Molecules 2025 dataset; level of theory: ωB97M-V/def2-TZVPD.

Structure (SMILES)   C[C@H](N)CCS
LUMO level   0.0323 Eh
Gap between HOMO and LUMO   9.82 eV
Multiplicity   1

The geometry in XYZ format:
```
17
C4H11NS (ωB97M-V/def2-TZVPD)
C -1.12451 1.45290 -0.29980
C -1.15971 -0.11561 -0.02513
N -0.96410 -0.55857 1.38916
C -0.00749 -0.73315 -0.85963
C 1.44438 -0.86718 -0.20115
S 2.33060 0.64566 0.31602
H -1.84544 1.91055 0.41429
H -1.48253 1.75162 -1.31682
H -0.08822 1.84654 -0.12129
H -1.97563 -0.50846 -0.54867
H -0.31034 0.10969 1.76221
H -1.78778 -0.34301 1.99912
H 0.18201 -0.06217 -1.74674
H -0.24677 -1.71128 -1.23614
H 1.47001 -1.54254 0.66749
H 2.09873 -1.29428 -0.93528
H 3.46678 0.01930 0.74238
```

*ii*
A single C4H11NS molecule. Source: the Open Molecules 2025 dataset; level of theory: ωB97M-V/def2-TZVPD.

Structure (SMILES)   CNCCCS
LUMO level   0.0292 Eh
Gap between HOMO and LUMO   9.45 eV
Multiplicity   1

The geometry in XYZ format:
```
17
C4H11NS (ωB97M-V/def2-TZVPD)
C -2.08601 -0.47153 1.54122
N -1.04283 -0.51730 0.43027
C 0.36349 -0.67196 0.51578
C 1.14058 -0.62600 -0.85699
C 1.11858 0.80270 -1.54390
S 2.10490 2.04812 -0.70182
H -2.90853 0.20128 1.45942
H -2.59069 -1.48146 1.51205
H -1.64105 -0.37531 2.49138
H -1.27180 0.39494 -0.13347
H 0.98675 -0.21923 1.32232
H 0.56662 -1.74078 0.72537
H 2.16396 -0.87768 -0.86250
H 0.57626 -1.42787 -1.53408
H 1.23129 0.74646 -2.64473
H 0.23630 1.50431 -1.51156
H 1.05218 2.71132 -0.20877
```

Most stable structure, least stable structure: *i*, *ii*.

*i*
A single C4H11NS molecule. Source: the Open Molecules 2025 dataset; level of theory: ωB97M-V/def2-TZVPD.

Structure (SMILES)   CN[C@H](C)CS
LUMO level   0.0349 Eh
Gap between HOMO and LUMO   9.75 eV
Multiplicity   1

The geometry in XYZ format:
```
17
C4H11NS (ωB97M-V/def2-TZVPD)
C -2.26849 0.14308 0.49798
N -0.99984 -0.62724 0.39782
C 0.19730 0.13847 0.05304
C 0.33187 0.30698 -1.44724
C 1.36872 -0.50864 0.83605
S 2.94874 0.33721 1.06843
H -2.63408 0.68997 -0.37855
H -3.07662 -0.48744 0.86715
H -1.91723 0.83165 1.27456
H -1.05617 -1.36904 -0.29240
H 0.14160 1.07818 0.60805
H 1.30588 0.79086 -1.59493
H 0.20880 -0.59447 -2.04198
H -0.37746 1.01672 -1.87778
H 0.92243 -0.60011 1.81594
H 1.61396 -1.49637 0.45446
H 3.29058 0.35019 -0.24059
```

*ii*
A single C4H11NS molecule. Source: the Open Molecules 2025 dataset; level of theory: ωB97M-V/def2-TZVPD.

Structure (SMILES)   CS[C@H](C)CN
LUMO level   0.0372 Eh
Gap between HOMO and LUMO   9.65 eV
Multiplicity   1

The geometry in XYZ format:
```
17
C4H11NS (ωB97M-V/def2-TZVPD)
C -2.46460 0.08823 -0.02077
S -0.97464 0.93622 0.55126
C 0.30878 -0.18205 -0.17446
C 0.14938 -1.53346 0.48786
C 1.82405 0.40249 -0.12848
N 1.89123 1.86087 -0.34048
H -3.25237 0.63276 -0.59535
H -2.88302 -0.41260 0.74438
H -2.06479 -0.66848 -0.58805
H 0.07044 -0.21309 -1.25231
H -0.85479 -1.83482 0.30591
H 0.73976 -2.33398 0.10131
H 0.18983 -1.42553 1.61356
H 2.37828 0.24126 0.74940
H 2.20951 0.02675 -1.03725
H 1.60201 2.26876 0.51905
H 1.13095 2.14668 -0.93558
```

*iii*
2 unconnected molecules or ions with the total composition C4H11NS. Source: the Open Molecules 2025 dataset; level of theory: ωB97M-V/def2-TZVPD.

LUMO level   -0.0893 Eh
Gap between HOMO and LUMO   5.47 eV
Multiplicity   1

The geometry in XYZ format:
```
17
C4H11NS (ωB97M-V/def2-TZVPD)
C -0.65967 1.84516 1.06578
N 0.77088 2.17532 1.34703
H -1.11686 1.06270 1.69440
H -1.51306 2.38867 0.62809
H 0.82438 3.08054 0.92218
H -0.02376 1.54520 0.17653
C 1.42340 -1.40590 -0.48213
C 0.01357 -1.41981 0.03619
C -0.96497 -0.70665 -0.89353
S -0.70667 0.71745 -1.87635
H 1.63200 -2.15795 -1.26387
H 2.21044 -1.39544 0.26756
H 1.54338 -0.38885 -0.92481
H -0.33643 -2.45164 0.17682
H 0.01104 -0.99698 1.06157
H -1.85209 -0.43017 -0.29364
H -1.25558 -1.46166 -1.64184
```

*iv*
A single C4H11NS molecule. Source: the Open Molecules 2025 dataset; level of theory: ωB97M-V/def2-TZVPD.

Structure (SMILES)   CN[C@H](C)CS
LUMO level   0.0355 Eh
Gap between HOMO and LUMO   8.95 eV
Multiplicity   1

The geometry in XYZ format:
```
17
C4H11NS (ωB97M-V/def2-TZVPD)
C 1.44947 0.36942 1.79052
N 0.98207 -0.28695 0.60385
C -0.36783 -0.09988 0.04172
C -0.83237 -1.40570 -0.50768
C -0.26267 1.03560 -1.08863
S -1.99553 1.67232 -1.19270
H 1.55171 1.48484 1.60915
H 0.73701 0.19380 2.59650
H 2.48075 0.17026 2.01626
H 1.47461 -0.88658 -0.03603
H -0.98766 0.22247 0.85986
H -1.88484 -1.46306 -0.89127
H -0.11756 -1.81689 -1.24677
H -0.73552 -2.16659 0.25966
H 0.52397 1.74088 -0.82150
H 0.20505 0.53415 -1.94212
H -2.22067 0.70190 -2.05081
```

Most stable structure, least stable structure: *i*, *iii*.

*i*
2 unconnected molecules or ions with the total composition C4H11NS. Source: the Open Molecules 2025 dataset; level of theory: ωB97M-V/def2-TZVPD.

Structure (SMILES)   C=C(C)N.CS
LUMO level   0.0287 Eh
Gap between HOMO and LUMO   9.00 eV
Multiplicity   1

The geometry in XYZ format:
```
17
C4H11NS (ωB97M-V/def2-TZVPD)
C -1.20091 1.48753 0.17061
C -1.25550 0.26154 -0.32752
C -2.22968 -0.78424 0.11289
N -0.33352 -0.15624 -1.32154
H -0.48718 2.21750 -0.17887
H -1.84751 1.75480 0.99293
H -2.87492 -0.36872 0.88159
H -2.88133 -1.06554 -0.71842
H -1.69188 -1.65602 0.47693
H -0.71450 -0.85443 -1.94222
H 0.02267 0.62608 -1.86015
C 2.87001 -0.21589 1.05130
S 2.61260 -0.27581 -0.75750
H 3.59373 0.57122 1.24388
H 1.94451 0.05217 1.54268
H 3.29120 -1.14617 1.40804
H 1.18222 -0.44777 -0.77465
```

*ii*
2 unconnected molecules or ions with the total composition C4H11NS. Source: the Open Molecules 2025 dataset; level of theory: ωB97M-V/def2-TZVPD.

Structure (SMILES)   C=C(C)N.CS
LUMO level   0.0317 Eh
Gap between HOMO and LUMO   9.11 eV
Multiplicity   1

The geometry in XYZ format:
```
17
C4H11NS (ωB97M-V/def2-TZVPD)
C -1.80510 -1.63640 -1.67934
C -0.87925 -0.93740 -1.03096
C -0.79320 -0.88688 0.46641
N 0.12478 -0.18083 -1.66542
H -1.89613 -1.65097 -2.75486
H -2.46919 -2.23565 -1.07942
H -1.12128 -1.81806 0.92396
H 0.22842 -0.70341 0.80172
H -1.47536 -0.13393 0.86680
H 0.48835 0.50913 -1.02465
H -0.14388 0.17656 -2.56765
C 1.44961 1.58271 1.99986
S 2.08355 2.14819 0.38922
H 2.01146 2.17699 2.71649
H 0.38548 1.78048 2.04398
H 1.69401 0.54399 2.21275
H 2.11775 1.26548 -0.61889
```

*iii*
2 unconnected molecules or ions with the total composition C4H11NS. Source: the Open Molecules 2025 dataset; level of theory: ωB97M-V/def2-TZVPD.

LUMO level   -0.0309 Eh
Gap between HOMO and LUMO   4.51 eV
Multiplicity   1

The geometry in XYZ format:
```
17
C4H11NS (ωB97M-V/def2-TZVPD)
C 0.50259 0.59991 -2.84643
C -0.94503 0.19130 -2.41046
S -1.25371 -0.09398 -0.70043
H 1.15666 0.90496 -1.99856
H 0.55777 1.52162 -3.41531
H 1.17362 -0.12104 -3.29120
H -1.43515 -0.33720 -3.22302
H -1.47094 1.19020 -2.53918
C 1.45257 -0.27734 2.14286
C 0.84708 -1.38132 1.70242
N 0.58456 0.66863 2.92444
H 2.47146 -0.01431 1.97995
H 1.25347 -1.88830 0.81416
H -0.11504 -1.65656 2.14665
H -0.46228 0.50257 2.90056
H 0.84820 0.61700 3.92888
H 0.78836 1.63360 2.63518
```

*iv*
A single C4H11NS molecule. Source: the Open Molecules 2025 dataset; level of theory: ωB97M-V/def2-TZVPD.

Structure (SMILES)   CCSCNC
LUMO level   0.0357 Eh
Gap between HOMO and LUMO   9.36 eV
Multiplicity   1

The geometry in XYZ format:
```
17
C4H11NS (ωB97M-V/def2-TZVPD)
C -1.54957 1.91332 0.92930
C -1.21584 0.35560 1.30208
S -1.66423 -0.92004 0.14342
C -0.34539 -0.49648 -0.98510
N 1.14720 -0.49718 -0.63034
C 2.12041 -1.64795 -0.77786
H -2.53119 2.05559 1.32705
H -0.75108 2.41419 1.45939
H -1.40826 2.53217 0.08462
H -0.04065 0.33415 1.07483
H -1.36409 0.02635 2.39343
H -0.43376 -1.09969 -1.98840
H -0.50419 0.56055 -1.30487
H 1.60887 0.33182 -0.86761
H 2.00889 -2.18216 -1.66512
H 3.10500 -1.32576 -0.48725
H 1.81789 -2.35446 -0.00756
```

Most stable structure, least stable structure: *i*, *iii*.